{"formula": "C2H2As2F12O6Zn", "method": "ωB97M-V/def2-TZVPD", "species": ["Zn", "As", "F", "F", "F", "F", "F", "F", "As", "F", "F", "F", "F", "F", "F", "O", "C", "O", "O", "H", "O", "C", "O", "O", "H"], "coordinates": [[-0.53667, 0.55373, 0.71060], [-1.82735, 0.14407, -2.84945], [-1.56729, 0.35307, -1.08668], [-1.63986, -1.54674, -2.69017], [-2.11928, -0.02114, -4.54473], [-2.02547, 1.85672, -2.97355], [-0.13433, 0.31615, -3.09467], [-3.50913, -0.02299, -2.49628], [2.25088, -1.90568, 0.05127], [3.52788, -3.08602, 0.13033], [3.40746, -0.63808, -0.14978], [0.94340, -0.69789, -0.01876], [1.08243, -3.13567, 0.29807], [2.33722, -1.66863, 1.76094], [2.14535, -2.09200, -1.65158], [0.35181, 4.22751, 0.65268], [0.07310, 2.90406, 0.62463], [1.01415, 2.08510, 0.53907], [-1.13220, 2.54745, 0.69470], [1.31134, 4.26889, 0.58891], [-0.98813, -1.58767, 3.81782], [-0.87294, -0.80507, 2.72215], [-0.27031, 0.29992, 2.82908], [-1.34264, -1.21565, 1.63775], [-0.47940, -1.13346, 4.49766]], "forces_ev_per_angstrom": [[0.21, -0.14, 0.24], [0.15, 0.26, 0.15], [-0.02, -0.13, -0.06], [0.05, -0.46, 0.14], [-0.07, -0.01, -0.32], [-0.04, 0.17, 0.01], [0.11, 0.09, -0.04], [-0.33, 0.04, -0.03], [0.25, 0.07, 0.20], [0.12, -0.05, 0.00], [0.09, 0.12, -0.09], [0.15, -0.13, -0.24], [-0.27, -0.26, -0.05], [-0.02, 0.04, 0.30], [-0.04, -0.03, -0.22], [-0.08, 0.28, 0.02], [-0.36, -0.74, 0.00], [0.16, 0.21, -0.04], [-0.02, 0.37, 0.14], [0.11, 0.00, -0.03], [-0.12, -0.15, 0.16], [0.33, 0.28, -0.75], [-0.14, -0.10, 0.26], [-0.26, 0.22, 0.24], [0.03, 0.05, 0.03]], "total_charge": -2, "orbital_gap_ev": 9.4, "max_force_ha_per_bohr": 0.017}



{"formula": "C4H7FNO2", "method": "ωB97M-V/def2-TZVPD", "species": ["C", "C", "C", "O", "O", "N", "C", "F", "H", "H", "H", "H", "H", "H", "H"], "coordinates": [[0.35796, 1.60218, 0.44286], [0.28125, 0.16087, 0.89957], [1.41799, -0.81959, 0.21043], [2.06536, -0.39827, -0.74756], [1.59785, -1.80881, 0.90970], [-1.31435, -0.43273, 0.22492], [-1.11737, -0.62686, -1.15976], [-1.63408, -1.64684, 0.85989], [-0.43484, 1.77559, -0.22883], [0.38058, 2.21826, 1.30999], [1.28443, 1.85786, -0.01578], [0.25896, 0.09683, 1.88741], [-1.08510, 0.38179, -1.57528], [-0.12364, -1.01360, -1.51377], [-1.93499, -1.34667, -1.50381]], "forces_ev_per_angstrom": [[0.46, -0.94, 0.80], [-1.07, -1.28, -7.22], [-0.48, 1.57, 2.27], [-0.13, 0.56, -1.14], [0.02, -1.62, 0.42], [2.67, 2.70, 2.83], [0.39, -1.77, -1.46], [0.34, -0.59, -0.22], [-0.98, 0.89, -0.56], [-0.83, 0.89, 0.74], [0.79, -0.41, -0.86], [-0.51, -0.96, 4.18], [-0.82, -0.14, -0.35], [-0.69, -0.31, 0.61], [0.83, 1.41, -0.04]], "total_charge": -1, "orbital_gap_ev": 8.1, "max_force_ha_per_bohr": 0.144, "smiles": "C[C@H](C(=O)[O-])N(C)F"}



{"formula": "C34H35I2N8O3Pd", "method": "ωB97M-V/def2-TZVPD", "species": ["Pd", "I", "C", "I", "H", "H", "C", "O", "C", "C", "C", "C", "C", "C", "N", "C", "N", "C", "C", "C", "C", "C", "C", "O", "C", "N", "C", "C", "C", "C", "C", "C", "O", "C", "H", "H", "H", "H", "H", "H", "H", "H", "H", "H", "H", "H", "H", "H", "H", "H", "H", "H", "H", "H", "H", "H", "C", "C", "N", "C", "C", "N", "C", "N", "N", "N", "C", "C", "C", "C", "C", "C", "H", "H", "H", "H", "H", "H", "H", "H", "H", "H", "H"], "coordinates": [[-0.06693, -2.66623, -0.68516], [-2.83173, -4.04337, -1.31576], [-1.79361, -5.89569, -1.23858], [0.27031, -5.49859, -0.96436], [-1.92516, -6.40370, -2.18684], [-2.15564, -6.48295, -0.40265], [2.59498, 2.99645, 1.53770], [1.69616, 2.47108, 0.55452], [1.54750, 3.19479, -0.58751], [2.23345, 4.37210, -0.86421], [2.00521, 5.04567, -2.05515], [1.10056, 4.56362, -2.99055], [0.42007, 3.39002, -2.72636], [0.64302, 2.70334, -1.53882], [-0.14534, 1.52754, -1.28205], [0.32454, 0.28243, -1.21545], [1.64210, 0.09376, -1.19067], [2.36752, -1.07539, -0.96617], [1.86378, -2.28945, -0.52776], [2.69513, -3.29295, -0.05157], [4.06435, -3.12513, -0.16540], [4.60809, -1.96137, -0.70304], [3.77289, -0.92828, -1.08319], [4.15900, 0.27600, -1.52263], [5.57306, 0.50672, -1.68536], [-0.49671, -0.78978, -1.34434], [-1.86648, -0.64442, -1.45263], [-2.64229, -0.07265, -0.41071], [-4.00399, 0.02155, -0.52561], [-4.64764, -0.43061, -1.70597], [-3.93196, -0.97943, -2.72992], [-2.52686, -1.11793, -2.63343], [-1.96403, -1.65511, -3.69598], [-0.57593, -1.92090, -3.89408], [2.59509, 2.28428, 2.35875], [2.25403, 3.96802, 1.89775], [3.60528, 3.08267, 1.13745], [2.93309, 4.78278, -0.15093], [2.54001, 5.96599, -2.24729], [0.92682, 5.09809, -3.91335], [-0.29610, 2.99790, -3.43853], [-1.14779, 1.63167, -1.34066], [2.22168, 0.92720, -1.27382], [2.31198, -4.17207, 0.43713], [4.72196, -3.91261, 0.17794], [5.68018, -1.85412, -0.78155], [5.66010, 1.52614, -2.04285], [5.97772, -0.18372, -2.42502], [6.08992, 0.39972, -0.73122], [-2.13974, 0.26789, 0.49068], [-4.59032, 0.43483, 0.28423], [-5.72282, -0.34173, -1.79244], [-4.40625, -1.32594, -3.63902], [-0.51162, -2.39450, -4.86804], [-0.18820, -2.59647, -3.12088], [0.00879, -1.00162, -3.86960], [0.88119, -0.44740, 2.00863], [-0.09749, -1.55003, 2.18791], [-0.32734, -2.55972, 1.34263], [-1.24336, -3.41498, 1.93997], [-1.58310, -2.90028, 3.13730], [-0.85153, -1.74091, 3.28706], [-1.14754, -0.76470, 4.34924], [-2.20055, 0.09614, 3.92747], [-3.46121, -0.43244, 3.88063], [-4.22343, 0.33878, 3.22717], [-3.47995, 1.41580, 2.77048], [-3.87155, 2.53277, 2.02916], [-2.89104, 3.44475, 1.70318], [-1.55592, 3.26227, 2.11729], [-1.16346, 2.17551, 2.87138], [-2.16033, 1.25058, 3.18936], [1.80921, -0.84881, 1.59987], [1.11706, 0.00584, 2.96763], [0.50994, 0.34659, 1.35815], [-1.56170, -4.33175, 1.48709], [-2.26656, -3.24527, 3.89494], [-0.26163, -0.19017, 4.59775], [-1.47087, -1.32220, 5.22486], [-4.90819, 2.68013, 1.75622], [-3.15035, 4.33714, 1.14913], [-0.82298, 4.01844, 1.86572], [-0.14856, 2.08838, 3.23074]], "forces_ev_per_angstrom": [[0.00, 0.11, 0.11], [0.04, -0.05, 0.02], [-0.02, 0.02, 0.01], [0.05, 0.01, -0.01], [0.01, 0.00, 0.00], [0.02, 0.00, 0.00], [0.00, -0.03, 0.07], [-0.02, -0.09, -0.05], [-0.05, -0.02, 0.02], [0.01, 0.03, -0.02], [0.01, 0.01, 0.01], [-0.02, -0.01, -0.02], [0.01, 0.00, -0.02], [0.01, 0.03, 0.04], [0.07, -0.06, 0.06], [0.21, 0.05, -0.02], [-0.11, -0.05, -0.02], [-0.18, 0.14, 0.00], [-0.05, -0.04, 0.06], [0.00, 0.06, 0.00], [0.00, 0.06, -0.03], [-0.02, 0.00, 0.00], [0.07, -0.06, 0.01], [0.04, -0.01, 0.03], [0.04, 0.07, -0.03], [-0.17, 0.00, 0.06], [0.18, -0.08, 0.01], [-0.38, 0.10, 0.02], [0.33, 0.02, 0.09], [0.03, 0.04, 0.10], [0.20, -0.07, -0.07], [-0.07, 0.10, 0.01], [0.23, -0.13, -0.15], [-0.25, 0.23, -0.07], [-0.01, 0.01, -0.01], [0.00, -0.01, -0.01], [0.01, 0.00, 0.01], [-0.02, -0.01, -0.02], [0.00, 0.00, 0.00], [0.00, 0.00, 0.00], [0.00, 0.00, -0.01], [-0.08, 0.00, -0.04], [0.00, 0.00, 0.01], [-0.10, -0.16, 0.01], [0.00, 0.00, 0.00], [-0.02, -0.03, 0.00], [0.02, 0.00, -0.02], [0.01, 0.02, 0.02], [-0.03, 0.01, -0.02], [-0.02, 0.01, 0.00], [0.02, -0.04, 0.00], [0.00, 0.00, 0.00], [0.01, 0.00, 0.01], [-0.02, 0.00, 0.01], [0.00, -0.24, 0.05], [-0.01, -0.01, 0.01], [-0.01, -0.01, -0.03], [-0.03, 0.03, 0.05], [0.01, -0.01, -0.09], [-0.03, 0.01, -0.05], [0.07, -0.01, 0.04], [0.05, -0.04, -0.10], [0.03, -0.02, 0.01], [-0.14, 0.06, -0.09], [0.04, -0.03, 0.07], [0.01, 0.02, -0.09], [0.06, 0.02, 0.04], [0.02, 0.04, 0.00], [-0.04, -0.02, -0.03], [0.01, -0.03, 0.01], [-0.03, 0.07, 0.00], [-0.04, 0.04, 0.01], [-0.06, 0.02, 0.02], [0.01, 0.01, 0.03], [0.00, 0.01, 0.05], [-0.03, -0.06, -0.05], [0.01, -0.01, -0.01], [0.05, 0.01, 0.00], [0.02, 0.00, 0.00], [0.00, 0.02, -0.01], [0.00, -0.01, 0.01], [-0.01, 0.00, 0.00], [0.05, -0.01, 0.03]], "total_charge": 3, "orbital_gap_ev": 4.2, "max_force_ha_per_bohr": 0.008}



{"formula": "C2H2N2OS2", "method": "ωB97M-V/def2-TZVPD", "species": ["S", "C", "N", "C", "S", "O", "N", "H", "H"], "coordinates": [[2.82833, -0.61812, 0.01153], [1.26435, -0.18436, -0.06201], [0.11405, -0.96382, -0.09210], [-0.87249, -0.13945, -0.02373], [-2.56930, -0.49196, 0.00044], [-0.55587, 1.17242, 0.00486], [0.83638, 1.14154, -0.15923], [-2.35324, -1.80111, -0.07022], [1.30780, 1.88486, 0.39045]], "forces_ev_per_angstrom": [[0.07, -0.09, 0.04], [-0.32, 0.57, -0.15], [-0.23, -0.04, 0.15], [0.34, 0.08, -0.13], [-0.05, 0.34, 0.02], [-0.19, -0.30, 0.13], [0.89, 0.53, 0.49], [0.08, -0.29, -0.01], [-0.59, -0.79, -0.53]], "orbital_gap_ev": 8.8, "max_force_ha_per_bohr": 0.022, "smiles": "S=c1nc(S)o[nH]1"}



Energy relative to the best compared isomer or geometry (same formula, charge and spin) values, unit kcal per mole, following the record order: 0.0; 43.2; 12.3; 19.6.